Record 1
Formula: C16H17FN2O4S
Source: the Open Molecules 2025 dataset
Level of theory: ωB97M-V/def2-TZVPD

The energy relative to the best compared isomer or geometry (same formula, charge and spin) comes out at 10.9 kcal/mol. As for the gap between HOMO and LUMO: 8.71 eV. The LUMO energy comes out at 0.63 eV. Its structure (SMILES) is CNC(=O)CN(c1ccc(OC)cc1)S(=O)(=O)c1ccc(F)cc1.

```
41
Properties=species:S:1:pos:R:3:forces:R:3:mulliken_charge:R:1
C -5.005831 0.183610 -1.624178 -0.01 0.00 -0.16 -0.91
N -4.298998 -0.635856 -0.667098 -0.34 -0.13 0.09 -0.21
C -2.970242 -0.817888 -0.744991 -0.29 -0.46 0.12 0.82
O -2.299764 -0.461866 -1.696850 0.24 0.04 -0.21 -0.71
C -2.351532 -1.589696 0.424556 -0.36 0.22 0.04 -1.10
N -1.196861 -0.918501 0.974965 -0.35 1.05 0.05 0.02
S -1.456582 0.644332 1.544126 0.09 0.10 0.11 1.29
O -1.134803 0.702833 2.939697 0.32 0.03 -0.02 -0.68
O -2.802368 0.988026 1.177370 -0.04 -0.02 -0.23 -0.71
C -0.267783 1.656109 0.656115 -0.44 -0.30 0.40 -0.04
C 0.620356 2.415916 1.394193 -0.02 0.00 0.08 -0.25
C 1.560821 3.193344 0.742015 0.01 0.05 -0.19 -0.74
C 1.579798 3.179995 -0.642855 -0.07 -0.08 0.12 0.42
C 0.689181 2.426500 -1.389113 0.08 0.09 0.10 -0.92
C -0.249945 1.655130 -0.726067 0.01 0.10 -0.17 0.00
H -0.952128 1.050922 -1.279475 -0.03 -0.07 -0.08 0.46
H 0.738879 2.445452 -2.465838 0.02 0.01 -0.11 0.48
F 2.498977 3.924998 -1.284063 -0.09 -0.07 0.05 -0.33
H 2.269933 3.797966 1.284665 0.06 0.06 0.04 0.46
H 0.562585 2.382958 2.470337 0.08 0.03 0.12 0.51
C 0.113088 -1.205597 0.567123 0.95 -0.37 0.13 -0.27
C 1.147064 -0.877672 1.436344 -0.09 -0.31 -0.18 -0.37
C 2.467299 -1.092627 1.082830 0.31 -0.02 -0.13 -0.28
C 2.775517 -1.659629 -0.149056 -0.14 0.03 -0.03 0.87
C 1.735293 -1.997179 -1.015292 0.24 -0.01 0.10 -0.99
C 0.421208 -1.765676 -0.670322 -0.07 0.03 0.13 -0.34
H -0.362874 -1.993770 -1.374186 -0.09 0.02 -0.09 0.39
H 1.985313 -2.431125 -1.970212 0.02 -0.05 -0.13 0.42
O 4.035395 -1.917824 -0.600071 -0.29 -0.07 -0.14 -0.47
C 5.124798 -1.589030 0.227038 0.15 0.05 0.11 -0.83
H 5.160713 -0.515128 0.437187 -0.01 -0.04 0.01 0.33
H 6.014605 -1.875840 -0.331225 -0.03 0.04 0.09 0.25
H 5.096088 -2.143709 1.170467 -0.01 0.03 -0.02 0.33
H 3.241984 -0.820358 1.781589 0.10 0.02 0.05 0.40
H 0.904608 -0.452508 2.396908 0.06 -0.02 0.14 0.66
H -2.041228 -2.579065 0.079296 -0.03 0.13 0.07 0.50
H -3.077630 -1.704986 1.233572 -0.04 -0.18 -0.17 0.37
H -4.746833 -0.764250 0.226311 0.20 -0.04 -0.02 0.26
H -4.389644 0.256775 -2.518328 -0.11 0.02 0.03 0.32
H -5.178034 1.185403 -1.225977 0.01 0.01 -0.04 0.29
H -5.960434 -0.280502 -1.871487 0.01 0.07 -0.04 0.30
```
Forces are in eV/Å.


Record 2
Formula: C5H11NS
Source: the Open Molecules 2025 dataset
Level of theory: ωB97M-V/def2-TZVPD

The energy relative to the best compared isomer or geometry (same formula, charge and spin) comes out at 146.0 kcal/mol. As for the gap between HOMO and LUMO (alpha / beta): 7.15 / 7.94 eV. The LUMO energy (alpha / beta) comes out at 0.08 / 0.74 eV.

```
18
Properties=species:S:1:pos:R:3:forces:R:3:mulliken_charge:R:1
C -1.406750 -0.530786 -1.162752 0.91 1.29 0.03 -0.35
C -0.200433 -1.382757 -1.085419 1.25 0.74 -1.43 -0.24
C 0.928766 1.884745 -0.618243 1.56 -1.71 -0.25 -0.77
C 0.908605 0.434225 1.530793 -1.91 -1.51 1.69 -0.85
C 1.455779 0.790569 0.267925 1.26 0.04 -2.27 -0.25
N -0.922622 -1.307592 0.016983 -2.86 -1.72 1.74 -0.17
S -1.910378 -2.758587 0.539190 -0.62 0.49 0.94 -0.24
H -1.349227 0.523369 -0.825891 0.02 -0.52 -0.86 0.18
H -2.240138 -0.706682 -1.858670 0.13 -0.73 0.85 0.24
H 0.373544 -2.153903 -1.611872 -0.58 0.44 0.32 0.32
H 0.084012 1.532238 -1.243754 0.48 0.72 0.28 0.13
H 1.824053 2.156336 -1.222493 -1.08 0.29 -0.01 0.31
H 0.705668 2.633370 0.086022 -0.90 1.65 0.27 0.27
H 1.456854 -0.407132 1.967498 0.13 0.30 0.19 0.28
H -0.131954 -0.048038 1.378819 1.02 0.73 0.15 0.24
H 0.730584 1.200285 2.324817 0.36 -0.11 -0.72 0.35
H 2.415745 0.392060 -0.099565 -0.59 -0.17 0.63 0.39
H -2.722110 -2.251720 1.616612 1.41 -0.22 -1.54 0.15
```
Forces are in eV/Å.